Record 1
Entry from the OMol25 dataset: the molecule C4H8N2S in a non-equilibrium geometry (ωB97M-V/def2-TZVPD).

The value obtained for the orbital gap is 9.1 eV. The SMILES is [H]/N=C\NC(=C)SC. The relative energy (zero: lowest compared OMol25 entry of this formula, charge and spin) is 161.3 kJ/mol. The calculation puts the highest occupied orbital energy at -8.40 eV.

```
! wB97M-V def2-TZVPD RIJCOSX def2/J DEFGRID3
* xyz 0 1
S -0.289 0.238 -1.366
N 0.509 0.092 1.200
N -0.392 -2.121 0.993
C 0.002 -1.113 1.630
C 1.937 1.238 -0.309
C 0.835 0.511 -0.097
C -1.889 0.635 -0.559
H -0.400 -1.898 -0.037
H 2.640 1.406 0.526
H -2.659 0.585 -1.367
H 0.018 -1.208 2.719
H 0.748 0.781 1.951
H 2.170 1.594 -1.298
H -2.134 -0.139 0.171
H -1.887 1.649 -0.156
*
```

---

Record 2
Entry from the OMol25 dataset: a 12-piece molecular cluster, C48H119F3N6O17 overall in a non-equilibrium geometry (ωB97M-V/def2-TZVPD).

The value obtained for the orbital gap (alpha / beta) is 8.0 / 4.6 eV. The calculation puts the highest occupied orbital energy (alpha / beta) at -9.95 / -9.95 eV. Its expectation value of S² is 0.7542.

```
! wB97M-V def2-TZVPD RIJCOSX def2/J DEFGRID3
* xyz 1 2
F 8.433 18.190 5.322
F 7.091 16.679 5.961
F 9.112 16.059 5.503
O -2.471 14.302 12.667
O 3.957 13.403 13.553
O 6.678 11.297 16.826
O 6.408 22.607 17.589
O 0.492 18.103 10.929
O 11.121 24.203 19.971
O 3.803 18.597 16.191
O 2.221 24.057 13.048
O 4.294 23.959 12.495
O 8.406 17.948 16.706
O 12.211 17.845 14.469
O 8.430 16.372 8.591
O 8.464 18.623 7.903
O 4.368 21.184 11.348
O 9.586 26.118 16.586
O 14.490 13.211 13.011
O 8.017 13.660 9.729
N 3.410 24.091 13.315
N 6.430 14.970 16.294
N 5.901 17.326 12.380
N -1.284 16.936 13.340
N 11.494 14.656 12.594
N 9.365 23.467 17.724
C -0.325 18.022 13.268
C 10.187 22.596 18.465
C 4.643 17.846 11.657
C 11.419 23.100 19.066
C 7.717 15.636 16.663
C -3.900 14.042 12.603
C 4.612 22.084 19.259
C 14.998 12.246 13.923
C 7.163 20.600 8.344
C 6.560 19.470 13.476
C -1.974 14.590 13.939
C 11.341 16.769 13.999
C 8.833 17.228 7.528
C 0.888 17.793 12.258
C 8.371 17.056 6.058
C 7.433 17.029 17.286
C 3.541 21.616 10.257
C 7.514 20.657 13.488
C -0.842 15.613 13.815
C 2.786 19.068 15.346
C 12.246 15.764 13.202
C 9.304 27.380 15.905
C 6.955 10.444 17.970
C 3.693 24.248 14.734
C 13.216 12.880 12.492
C 5.444 15.920 10.352
C 11.241 25.508 19.576
C 9.892 23.815 16.405
C 6.809 18.554 12.337
C 2.800 13.817 14.325
C 5.469 16.769 13.740
C 3.045 20.622 15.050
C 3.048 13.424 15.758
C 3.587 20.448 9.256
C 6.944 12.690 17.160
C -0.190 17.021 10.307
C 6.473 13.594 15.993
C 8.145 12.387 11.721
C 9.171 24.996 15.852
C 4.159 16.659 10.767
C 7.046 21.869 14.283
C 8.893 13.336 10.777
C 7.160 19.231 7.740
C 6.089 22.566 18.987
C 12.455 14.009 11.681
C 11.622 18.507 15.547
C 8.189 19.321 17.096
C 6.484 16.265 11.451
H 6.160 21.024 8.364
H 12.255 25.794 19.297
H 8.473 20.259 13.822
H 3.501 16.993 9.965
H -0.469 17.312 9.295
H 12.941 15.414 13.964
H 3.893 19.055 17.030
H 5.535 19.838 13.433
H 7.516 16.998 18.372
H 6.306 16.236 14.191
H 2.690 18.448 14.455
H 7.353 12.952 12.213
H 7.331 16.747 10.962
H 7.656 20.392 9.294
H 6.253 23.540 19.448
H 7.022 9.393 17.688
H 8.083 24.930 15.850
H 6.327 22.323 13.601
H 7.726 21.234 7.660
H -4.449 14.874 13.045
H 10.729 14.909 11.985
H 8.275 14.512 9.369
H 4.742 24.066 14.969
H 0.463 16.149 10.355
H 6.906 19.419 6.697
H 11.382 17.819 16.357
H 6.459 18.483 8.114
H 5.619 15.509 16.562
H 12.053 22.303 19.454
H 7.353 22.776 17.571
H 2.725 14.904 14.369
H 4.375 21.871 12.018
H 7.157 19.595 16.880
H 7.833 21.024 12.513
H 3.841 12.499 13.253
H 9.920 17.296 7.497
H 10.977 23.908 16.348
H 6.048 10.436 18.575
H 8.801 19.909 16.412
H -0.184 15.732 14.675
H 9.668 27.251 14.885
H 3.506 14.216 16.350
H 4.267 22.321 20.266
H 13.172 14.672 11.196
H 7.272 13.474 15.261
H 8.434 15.757 15.851
H 2.506 21.712 10.586
H -4.082 13.163 13.220
H 14.518 12.146 14.897
H 13.360 12.078 11.767
H 6.370 17.256 17.197
H 1.935 13.362 13.844
H 7.813 18.143 12.439
H 3.474 21.265 15.818
H 3.914 20.703 14.397
H 9.401 24.415 18.070
H 10.697 19.046 15.343
H 7.705 11.631 11.071
H 9.904 13.057 10.481
H 1.573 18.557 12.625
H 3.301 20.898 8.306
H 4.011 22.537 9.911
H 1.408 16.851 12.433
H 6.775 21.625 15.310
H 6.951 18.914 11.318
H 7.891 22.539 14.441
H 3.614 12.497 15.841
H 10.676 17.277 13.300
H 10.811 16.216 14.775
H 3.481 15.948 11.239
H 8.258 27.683 15.958
H 11.024 26.187 20.400
H 5.014 17.472 14.437
H -1.561 13.804 14.570
H 12.148 23.356 18.298
H 8.361 15.056 17.324
H 6.230 12.812 17.974
H 12.223 19.306 15.982
H 4.601 20.058 9.166
H 9.714 22.849 15.933
H 2.116 13.233 16.290
H 7.830 10.634 18.591
H -0.181 15.201 13.052
H 5.499 13.284 15.615
H -1.121 16.774 10.818
H 2.341 21.097 14.367
H 9.461 25.023 14.801
H 5.394 14.831 10.324
H 10.473 21.740 17.854
H 3.878 18.352 12.246
H 3.898 22.710 18.725
H -1.913 16.914 12.550
H -0.889 18.867 12.876
H 10.569 25.738 18.749
H 4.663 16.062 13.544
H 2.806 19.800 9.653
H 14.748 11.276 13.494
H 7.065 15.532 12.010
H 3.102 23.585 15.365
H 9.834 28.183 16.417
H 8.721 11.855 12.478
H 8.318 19.554 18.153
H 8.942 14.341 11.196
H 1.764 19.114 15.722
H 0.099 18.205 14.255
H 16.079 12.213 14.058
H 3.590 25.294 15.020
H 9.428 22.289 19.185
H 6.799 21.815 19.335
H -2.810 14.911 14.561
H 4.427 21.014 19.162
H 4.924 18.522 10.849
H -4.171 13.829 11.569
H 6.672 19.079 14.487
H 8.025 12.750 17.287
H 12.776 16.345 12.447
H 5.608 16.148 9.299
H 12.580 12.251 13.115
H 11.937 13.756 10.756
*
```

---

Record 3
Entry from the OMol25 dataset: an isolated ion of composition C3H7N2OS and charge +1 in a non-equilibrium geometry (ωB97M-V/def2-TZVPD).

The value obtained for the orbital gap (alpha / beta) is 8.9 / 8.9 eV. The relative energy (zero: lowest compared OMol25 entry of this formula, charge and spin) is 436.4 kJ/mol. The calculation puts the highest occupied orbital energy (alpha / beta) at -13.22 / -13.23 eV.

```
! wB97M-V def2-TZVPD RIJCOSX def2/J DEFGRID3
* xyz 1 1
S -1.127 -0.606 0.498
O 1.440 -1.165 0.712
N -0.982 0.971 -0.088
N -0.219 3.077 0.449
C -0.453 1.812 0.781
C 0.342 -1.554 0.033
C 0.277 -2.529 -1.196
H -0.740 3.590 -0.283
H -1.773 -1.260 -0.668
H 1.153 -3.252 -1.526
H 0.031 1.305 1.669
H 2.308 -1.183 0.228
H -0.655 -2.717 -1.774
H 0.397 3.511 1.166
*
```

---

Record 4
Entry from the OMol25 dataset: C37H69Br12NO5 as an isolated structure in a non-equilibrium geometry (ωB97M-V/def2-TZVPD).

The value obtained for the orbital gap is 8.1 eV. The calculation puts the highest occupied orbital energy at -7.88 eV.

```
! wB97M-V def2-TZVPD RIJCOSX def2/J DEFGRID3
* xyz 0 1
Br 5.152 -2.340 3.232
Br -5.579 -2.230 1.216
Br -0.257 -8.467 0.946
Br 1.526 -4.608 4.888
Br 0.249 -4.948 1.276
Br -1.477 3.545 -2.621
Br 5.630 -0.534 -0.379
Br -2.746 0.357 1.192
Br 3.282 -0.589 -3.113
Br 3.071 2.632 1.929
Br 3.158 -5.059 -4.101
Br -0.487 -0.674 -4.276
O -1.122 3.552 1.414
O -3.603 1.643 -2.602
O -4.237 -3.155 -2.117
O 1.562 0.394 0.213
O 3.524 4.682 -2.609
N 0.335 -0.520 4.214
C 4.435 0.964 0.137
C -3.648 -3.731 -3.291
C 0.944 -1.552 -0.835
C 0.307 -1.348 5.278
C -2.760 -1.569 -2.947
C -0.544 4.429 3.467
C 3.321 -3.069 3.342
C -3.061 -2.581 -4.071
C -4.558 2.838 -0.755
C -1.571 1.608 -2.917
C -3.308 2.660 -1.628
C -5.514 1.861 -1.374
C 3.042 -3.109 -4.346
C -0.301 1.149 -3.596
C -4.080 -1.750 -2.139
C -0.708 -5.817 -0.156
C -0.157 -0.547 -1.091
C 1.581 -0.999 0.425
C 3.514 -2.557 -3.006
C 3.727 4.930 -1.244
C 2.547 4.314 -0.445
C -0.104 4.498 1.090
C 2.397 -0.551 6.046
C -2.860 -1.531 1.745
C 1.402 0.270 4.059
C -4.162 -1.707 2.504
C -1.039 3.161 2.795
C 0.364 0.790 -0.474
C -0.065 -7.128 -0.497
C 1.929 3.367 -1.501
C 2.479 0.252 4.927
C 2.278 4.018 -2.816
C 4.224 1.067 1.618
C -5.042 1.735 -2.831
C 1.276 -1.355 6.270
C 0.340 5.127 2.427
C 3.284 -3.841 4.638
H 2.040 -2.803 -4.628
H -4.414 -0.855 3.127
H -2.894 -4.434 -2.927
H 4.062 -4.572 4.820
H 1.390 5.070 2.701
H -2.438 1.375 -3.527
H 0.672 -2.602 -0.867
H 4.606 4.383 -0.880
H 1.008 -7.120 -0.642
H 3.888 5.964 -0.935
H -0.017 1.729 -4.469
H -4.889 3.875 -0.735
H -5.500 0.833 -1.004
H 3.539 0.795 -0.446
H 3.727 -2.828 -5.139
H 4.996 1.847 -0.156
H -1.746 -5.970 0.132
H 3.340 -3.098 5.432
H 0.701 3.914 0.625
H 2.852 3.864 0.493
H 0.558 1.099 -2.929
H -4.127 -2.568 3.171
H -1.089 -0.879 -0.630
H 1.319 1.055 3.313
H -3.717 -2.048 -4.761
H 1.730 -1.466 -1.598
H -0.047 6.147 2.405
H 0.525 1.489 -1.301
H 2.418 2.383 -1.427
H -2.053 -1.849 2.406
H 3.722 0.229 2.098
H -0.089 4.310 4.452
H -0.518 5.216 0.385
H -2.732 -0.521 -3.249
H -5.333 0.814 -3.325
H 2.687 -2.188 3.327
H 1.023 -1.338 1.312
H 2.310 3.322 -3.653
H 3.108 -3.685 2.471
H -0.334 2.323 2.810
H -0.711 -5.115 -0.989
H 2.623 -1.275 0.613
H -2.162 -2.828 -4.637
H 3.076 -0.426 6.882
H -4.330 2.561 0.274
H 1.289 -1.879 7.214
H -4.396 -4.303 -3.845
H -4.848 -1.137 -2.621
H 3.302 0.935 4.756
H -1.880 -1.857 -2.374
H -3.144 3.549 -2.243
H -3.952 -1.391 -1.119
H -1.708 1.110 -1.961
H 1.746 5.049 -0.316
H -2.452 2.446 -0.991
H -2.755 -2.122 0.840
H -1.415 5.054 3.680
H -2.043 2.848 3.074
H 1.574 4.817 -3.087
H -0.230 1.311 0.277
H -6.554 2.160 -1.195
H 4.584 -2.722 -2.987
H -5.187 2.627 -3.445
H 0.889 3.097 -1.317
H -0.354 -0.497 -2.163
H -0.590 -7.555 -1.349
H 2.870 -2.825 -2.183
H -0.552 -2.007 5.250
H 5.136 1.187 2.199
*
```

---

Record 5
Entry from the OMol25 dataset: C6H12N2OPRe as an isolated structure in a non-equilibrium geometry (ωB97M-V/def2-TZVPD).

The value obtained for the orbital gap (alpha / beta) is 6.2 / 5.9 eV. The relative energy (zero: lowest compared OMol25 entry of this formula, charge and spin) is 190.5 kJ/mol. The calculation puts the highest occupied orbital energy (alpha / beta) at -10.60 / -10.65 eV. Its expectation value of S² is 3.8407.

```
! wB97M-V def2-TZVPD RIJCOSX def2/J DEFGRID3
* xyz 1 4
Re -1.706 0.014 -0.788
P -1.598 -2.252 -1.011
O -0.975 0.633 0.898
N -0.839 1.413 3.122
N -2.435 -0.158 2.465
C -1.370 0.632 2.123
C 2.266 1.742 -1.266
C 0.928 1.276 -1.548
C 3.244 0.652 -1.088
C 0.991 -0.325 -1.565
C 2.529 -0.559 -1.431
H -1.426 -3.146 0.098
H -2.911 -0.010 3.383
H -0.823 -3.067 -1.899
H 3.152 -1.516 -1.535
H 0.336 1.747 -2.404
H -1.401 1.497 4.011
H -2.933 -2.681 -1.434
H 4.400 0.806 -1.065
H -0.047 2.007 3.005
H 0.702 -0.682 -2.606
H -2.792 -0.813 1.801
H 2.709 2.789 -1.266
*
```

---

Record 6
Entry from the OMol25 dataset: a 5-piece molecular cluster, C36H68F4N3O7S overall in a non-equilibrium geometry (ωB97M-V/def2-TZVPD).

The value obtained for the orbital gap is 9.0 eV. The calculation puts the highest occupied orbital energy at -11.17 eV.

```
! wB97M-V def2-TZVPD RIJCOSX def2/J DEFGRID3
* xyz 1 1
S 2.638 2.600 -0.713
F 2.545 0.746 -2.668
F 4.522 1.039 -1.807
F 3.844 -3.345 1.495
F 3.633 2.556 -3.042
O -1.692 0.362 0.702
O -2.794 2.456 3.833
O 1.856 2.341 5.424
O -2.723 -5.213 -5.793
O -2.546 3.101 -3.802
O 3.651 3.540 -0.340
O 1.503 3.296 -1.232
N 3.500 -1.055 1.295
N 5.504 0.459 1.219
N 0.940 -0.006 1.840
C -1.565 -2.634 -0.124
C -0.665 4.302 -2.781
C 2.550 -0.832 0.181
C -2.559 -4.821 -7.146
C 1.647 -2.568 -1.385
C -1.693 -1.351 -2.147
C 2.252 1.645 0.761
C 4.209 0.203 1.817
C -2.731 -7.641 -6.185
C -3.419 -6.429 -5.578
C 0.786 3.272 5.528
C 0.516 0.326 5.818
C -3.871 -4.578 -7.873
C 4.453 -2.196 1.072
C -2.077 -2.475 -2.842
C -3.975 2.407 1.676
C 5.722 -3.756 -0.371
C -3.336 3.003 -2.631
C 1.762 -2.085 -0.159
C -2.954 3.842 4.082
C 3.368 1.651 -2.125
C -4.318 4.149 -2.455
C -2.183 -3.662 -2.166
C -1.703 4.240 -3.888
C 1.725 1.160 6.198
C -1.951 -3.753 -0.824
C 3.383 1.501 1.779
C -0.979 -0.179 -0.119
C 4.986 -2.384 -0.339
C -1.440 -1.452 -0.801
C -4.195 4.179 4.890
C 1.506 0.285 0.519
C 4.504 -0.065 3.315
C 0.374 0.415 -0.542
C 0.590 3.821 6.930
C -3.826 1.839 3.076
H -5.108 3.988 4.324
H 1.284 -2.598 0.674
H -4.505 -3.897 -7.304
H 5.333 -0.760 3.457
H 1.718 1.395 7.267
H -4.238 3.573 5.797
H -3.892 2.069 -2.726
H 5.322 -2.096 1.720
H -4.776 1.880 3.619
H -3.805 5.091 -2.251
H 0.611 -0.959 1.910
H -2.040 -4.709 -0.323
H -3.683 -4.148 -8.857
H -3.471 -6.555 -4.495
H 4.802 0.894 3.738
H 4.971 -4.542 -0.454
H 5.744 -1.653 -0.620
H -2.697 2.900 -1.744
H -3.011 2.414 1.168
H -2.069 4.147 4.644
H -4.349 3.433 1.692
H 1.139 -3.515 -1.509
H 0.231 3.052 7.617
H 0.500 0.147 4.740
H -0.144 4.627 6.921
H -4.191 5.233 5.168
H 1.042 4.093 4.856
H -1.572 -0.394 -2.643
H -4.988 3.948 -1.618
H 1.492 2.251 1.264
H -1.989 -3.891 -7.118
H -4.677 1.808 1.095
H 3.599 -0.386 3.836
H 6.399 -3.830 -1.217
H -3.553 0.786 3.005
H -2.936 4.405 3.142
H -0.143 2.833 5.147
H 0.236 0.674 2.101
H -4.429 -5.505 -8.017
H -4.911 4.286 -3.359
H 2.914 1.616 2.759
H -4.451 -6.348 -5.934
H -1.196 4.164 -4.851
H -0.125 3.364 -2.719
H 1.531 4.203 7.328
H 2.927 -1.390 2.080
H 6.229 -3.948 0.577
H -1.944 -5.549 -7.684
H 2.634 0.584 6.014
H 3.027 -0.534 -0.752
H 4.093 2.323 1.718
H 0.624 -0.032 -1.504
H -2.750 -7.609 -7.276
H -2.251 -2.381 -3.905
H 0.534 -0.636 6.332
H -1.341 -2.648 0.938
H 2.027 -2.018 -2.241
H 6.240 -0.079 1.656
H -3.232 -8.557 -5.871
H 5.519 0.351 0.213
H -2.459 -4.538 -2.741
H 0.179 1.474 -0.747
H -2.298 5.159 -3.921
H -1.127 4.482 -1.807
H 4.232 -2.443 -1.119
H -0.421 0.820 6.079
H 0.044 5.108 -2.966
H -1.686 -7.684 -5.875
*
```